1.
Formula: C4H13N11
Source: the Open Molecules 2025 dataset
Level of theory: wB97M-V/def2-TZVPD

Structure (XYZ):
```
28
C4H13N11 (wB97M-V/def2-TZVPD)
C -1.583 -1.031 1.993
C 1.966 1.294 1.437
C -0.533 -0.417 -1.410
C 0.717 -1.492 -3.079
N -2.264 -1.008 3.046
N -2.336 0.373 -0.043
N 0.476 -0.912 -1.874
N -1.540 0.043 -1.025
N 2.831 2.312 1.670
N 1.887 -2.108 -3.207
N -1.704 1.305 2.184
N -1.314 0.248 1.460
N -0.061 0.183 1.066
N -0.100 -1.375 -4.106
N 0.660 1.373 1.212
H -0.982 -1.757 1.462
H 2.353 0.211 1.477
H -2.459 -1.950 3.565
H -2.498 1.417 -0.073
H 3.746 1.880 1.562
H 2.729 3.300 1.454
H 2.354 -2.253 -2.323
H 2.171 -2.505 -4.003
H -1.452 1.333 3.241
H -2.795 1.318 2.170
H -0.813 -0.555 -4.101
H 0.388 -1.551 -5.022
H 0.157 2.325 1.267
```

Values from the calculation:
Lowest unoccupied orbital energy = -6.908 eV
HOMO-LUMO gap = 8.5 eV
Total charge = +2
2S+1 = 1
Strongest force on any atom = 5.4 eV Å⁻¹
Energy = -20727.471 eV
Relative energy (zero: lowest compared OMol25 entry of this formula, charge and spin) = 33.0 kcal/mol
HOMO level = -15.4 eV



2.
Formula: C17H30N2O12S2
Source: the Open Molecules 2025 dataset
Level of theory: wB97M-V/def2-TZVPD

Structure (XYZ):
```
63
C17H30N2O12S2 (wB97M-V/def2-TZVPD)
C -0.101 -1.538 2.931
C -0.730 -1.779 1.795
C -1.671 -0.814 1.148
C -1.258 -0.353 -0.259
C -1.181 -1.565 -1.181
O -2.034 -2.380 -1.379
O 0.019 -1.631 -1.805
C 0.985 -0.718 -1.226
C 1.900 -1.523 -0.252
N 1.790 -2.971 -0.275
C 1.745 -0.164 -2.438
C 3.122 0.462 -2.190
C 4.270 -0.423 -2.673
N 5.504 -0.365 -1.947
O 4.162 -1.132 -3.632
C 0.072 0.354 -0.575
C 0.767 1.295 0.416
C -0.140 2.176 1.278
O -0.117 1.843 2.662
H 0.671 -2.197 3.308
H -0.400 -0.693 3.543
H -0.588 -2.746 1.315
H -1.819 0.035 1.817
H -2.649 -1.287 1.017
H -2.094 0.214 -0.676
H 1.734 -1.193 0.773
H 2.945 -1.307 -0.482
H 0.859 -3.279 -0.032
H 2.011 -3.339 -1.191
H 1.094 0.570 -2.919
H 1.846 -0.991 -3.144
H 3.203 1.398 -2.752
H 3.285 0.689 -1.136
H 5.604 0.555 -1.527
H 5.468 -1.019 -1.169
H -0.195 1.005 -1.412
H 1.471 0.758 1.060
H 1.387 1.964 -0.189
H 0.156 3.225 1.175
H -1.181 2.101 0.952
H 0.658 1.300 2.835
C -0.286 -0.956 -5.709
C -1.707 -1.466 -5.848
O -2.446 -0.657 -4.920
S -1.831 0.807 -4.855
O -2.566 1.695 -5.680
O -1.594 1.122 -3.489
O -0.446 0.469 -5.571
H 0.199 -1.345 -4.813
H 0.329 -1.152 -6.583
H -1.817 -2.508 -5.562
H -2.102 -1.306 -6.852
C -2.959 2.224 7.150
C -1.846 2.877 6.353
O -1.253 1.779 5.647
S -2.367 0.710 5.252
O -2.821 0.921 3.927
O -1.917 -0.568 5.671
O -3.496 1.247 6.248
H -2.579 1.716 8.038
H -3.750 2.915 7.426
H -1.086 3.339 6.977
H -2.228 3.599 5.630
```

Values from the calculation:
Lowest unoccupied orbital energy = 0.433 eV
HOMO-LUMO gap = 9.8 eV
Structure (SMILES) = C=CC[C@@H]1C(=O)O[C@@](CN)(CCC(N)=O)[C@@H]1CCO.O=S1(=O)OCCO1.O=S1(=O)OCCO1
2S+1 = 1
Strongest force on any atom = 0.6 eV Å⁻¹
Energy = -67333.909 eV
Relative energy (zero: lowest compared OMol25 entry of this formula, charge and spin) = 0.0 kcal/mol
HOMO level = -9.3 eV



3.
Formula: C15H14IrN4O3S6
Source: the Open Molecules 2025 dataset
Level of theory: wB97M-V/def2-TZVPD

Structure (XYZ):
```
43
C15H14IrN4O3S6 (wB97M-V/def2-TZVPD)
Ir -0.263 0.056 0.609
S 1.328 2.972 7.182
C 0.999 2.313 5.693
S -0.378 2.721 4.749
C -0.037 1.698 3.378
C 1.049 0.949 3.464
S 1.564 -0.125 2.194
S 1.978 1.125 4.929
S -1.064 1.738 1.962
O -1.175 -1.294 2.026
N -1.717 -2.428 1.627
C -2.339 -3.157 2.582
C -2.957 -4.340 2.289
C -2.940 -4.790 0.965
C -2.291 -4.043 0.018
C -1.638 -2.839 0.344
S -0.746 -1.925 -0.791
H -2.295 -2.713 3.564
H -3.440 -4.893 3.081
H -3.430 -5.715 0.690
H -2.249 -4.352 -1.018
O -2.727 0.704 -0.474
C -2.048 1.509 -1.080
C -2.530 2.534 -2.085
C -1.262 3.324 -2.394
C -0.145 2.525 -1.726
O 1.039 2.765 -1.897
N -0.679 1.550 -0.937
H -3.343 3.122 -1.662
H -2.917 2.000 -2.954
H -1.266 4.316 -1.941
H -1.043 3.440 -3.455
C 3.976 -1.093 -2.902
N 3.217 0.095 -2.552
C 3.735 1.391 -2.976
C 2.352 0.020 -1.548
N 1.594 -0.102 -0.690
H 4.086 -1.142 -3.987
H 3.445 -1.978 -2.560
H 4.971 -1.076 -2.447
H 3.755 1.425 -4.067
H 4.750 1.541 -2.595
H 3.079 2.172 -2.606
```

Values from the calculation:
Lowest unoccupied orbital energy (spin up / spin down) = 2.474 / 2.470 eV
HOMO-LUMO gap (spin up / spin down) = 5.9 / 6.0 eV
Total charge = -1
2S+1 = 1
Strongest force on any atom = 1.5 eV Å⁻¹
Energy = -95736.126 eV
Relative energy (zero: lowest compared OMol25 entry of this formula, charge and spin) = 64.7 kcal/mol
HOMO level (spin up / spin down) = -3.4 / -3.5 eV



Q: The lowest energy belongs to which entry?
A: C15H14IrN4O3S6



Q: Number 2 is which compound?
A: C17H30N2O12S2



Q: Which value of strongest force on any atom does entry 2 give?
A: 0.6 eV Å⁻¹



Q: Number 2 is which compound?
A: C17H30N2O12S2